Formula: C14H28N4OP2Tl
Source: OMol25
Level of theory: ωB97M-V/def2-TZVPD

Last column: Mulliken spin population.
Cartesian coordinates (Å):
Tl  0.553  0.121  0.112  -0.012
P  2.323  -1.643  0.423  0.022
P  1.262  2.577  0.180  0.001
O  1.740  0.689  -1.879  0.001
N  -0.589  -1.556  -0.828  0.442
N  -1.339  1.059  -0.882  -0.002
N  0.194  0.429  3.159  0.000
N  -0.504  -0.190  2.195  0.003
C  -1.218  2.285  -1.235  0.001
C  1.188  0.298  -3.116  0.001
C  -2.477  -1.708  2.095  0.013
C  -1.854  -1.279  -1.540  -0.058
C  -0.279  0.212  4.399  0.000
C  1.401  1.431  -4.108  0.000
C  0.046  -2.718  -0.761  -0.032
C  -1.506  -0.860  2.822  0.001
C  1.323  -2.956  -0.194  0.515
C  -2.433  0.071  -1.134  0.009
C  0.388  0.756  5.585  0.000
C  -0.056  3.228  -0.989  0.000
C  1.787  -1.039  -3.530  -0.008
C  -1.400  -0.606  4.200  0.000
H  -3.114  0.412  -1.929  -0.001
H  2.879  -0.967  -3.560  0.000
H  1.157  3.434  1.307  0.000
H  0.081  0.159  -3.011  0.000
H  -1.990  2.820  -1.809  0.000
H  1.152  1.132  -5.130  0.000
H  0.776  2.285  -3.832  0.000
H  1.539  -1.824  -2.811  0.009
H  0.721  -0.043  6.265  0.000
H  2.480  3.038  -0.366  0.000
H  -2.182  -1.799  1.038  -0.002
H  1.005  1.018  2.919  -0.001
H  -0.444  -3.630  -1.143  0.010
H  2.772  -1.735  1.784  0.016
H  -2.516  -2.722  2.524  0.000
H  -3.499  -1.300  2.150  0.000
H  0.416  3.498  -1.952  0.000
H  -0.279  1.421  6.154  0.000
H  1.634  -4.005  -0.160  -0.010
H  2.443  1.766  -4.081  0.000
H  -1.665  -1.275  -2.634  0.027
H  -2.049  -0.984  4.970  0.000
H  -2.999  -0.051  -0.189  -0.002
H  1.440  -1.362  -4.516  0.000
H  -0.436  4.158  -0.532  0.000
H  -2.599  -2.060  -1.312  0.026
H  3.453  -1.317  -0.399  0.032
H  1.275  1.337  5.282  0.000

* energy above the lowest of the compared OMol25 structures with the same formula, charge and spin: 0.00 kcal per mole
* E_HOMO (alpha / beta): -14.2 / -14.2 eV
* ⟨S²⟩: 0.785
* E_tot: -1698.9842 a.u.
* lowest unoccupied orbital energy (alpha / beta): -6.08 / -9.15 eV
* charge: +2
* multiplicity: 2
* Kohn-Sham gap (alpha / beta): 8.119 / 5.043 eV